1.
135
Properties=species:S:1:pos:R:3 method="wB97M-V/def2-TZVPD" fmax_ev_per_a=0.70 homo_energy_ev="-7.28 / -7.39" spin_multiplicity=2 gap_ev="7.216 / 7.849" e_tot_ev=-413115.02039
Cr 0.183 -0.127 -0.020
C -0.290 0.128 3.631
As 1.138 -0.077 2.311
C 1.980 -1.657 3.072
C 2.538 1.119 3.049
C 2.700 2.647 3.044
C 1.460 3.300 3.669
C 3.048 3.288 1.690
As 1.617 4.094 0.605
C 1.624 5.883 1.428
C 2.731 4.602 -0.929
C 3.873 2.945 4.020
As 5.816 2.576 3.756
C 5.958 0.980 2.621
C 6.302 3.877 2.359
H 0.111 -0.018 4.634
H -1.050 -0.626 3.426
H -0.752 1.109 3.560
H 2.510 -1.371 3.980
H 2.675 -2.085 2.351
H 1.210 -2.382 3.324
H 3.445 0.658 2.663
H 2.476 0.834 4.105
H 0.570 3.140 3.054
H 1.603 4.377 3.791
H 1.263 2.876 4.656
H 3.585 2.576 1.056
H 3.725 4.125 1.871
H 2.637 6.198 1.682
H 1.002 5.905 2.322
H 1.207 6.588 0.707
H 3.690 5.009 -0.602
H 2.203 5.363 -1.505
H 2.893 3.742 -1.568
H 3.649 2.469 4.980
H 3.878 4.022 4.227
H 5.663 0.086 3.168
H 7.015 0.885 2.367
H 5.381 1.038 1.701
H 5.945 4.871 2.632
H 5.911 3.608 1.379
H 7.390 3.913 2.307
C -7.302 0.238 -1.263
C -6.758 0.939 -0.009
C -7.616 0.548 1.203
C -6.875 2.449 -0.216
C -5.313 0.505 0.222
C -4.245 1.390 0.217
C -2.970 0.897 0.408
Br -1.503 2.095 0.521
C -2.655 -0.452 0.573
O -1.391 -0.805 0.760
C -3.736 -1.359 0.612
C -5.018 -0.840 0.451
C -3.546 -2.851 0.905
C -3.370 -3.000 2.424
C -2.316 -3.428 0.200
C -4.755 -3.697 0.466
H -8.350 0.503 -1.424
H -7.238 -0.847 -1.173
H -6.734 0.537 -2.147
H -8.641 0.904 1.073
H -7.213 0.987 2.118
H -7.653 -0.534 1.337
H -7.916 2.712 -0.412
H -6.281 2.785 -1.068
H -6.551 3.001 0.669
H -4.382 2.455 0.084
H -5.846 -1.531 0.480
H -2.488 -2.451 2.762
H -3.239 -4.052 2.691
H -4.240 -2.611 2.957
H -1.405 -2.915 0.490
H -2.399 -3.342 -0.887
H -2.222 -4.488 0.444
H -5.616 -3.579 1.126
H -4.476 -4.751 0.488
H -5.067 -3.455 -0.553
C -3.128 1.557 -4.597
N -2.194 1.435 -3.491
C -1.656 2.719 -3.054
P -1.239 0.098 -3.243
O -0.698 0.166 -1.857
N -2.242 -1.146 -3.651
C -1.677 -2.458 -3.961
C -3.538 -1.243 -2.978
N 0.009 -0.005 -4.313
C 1.393 0.210 -3.924
C -0.236 0.021 -5.743
H -4.023 2.090 -4.262
H -3.428 0.575 -4.956
H -2.693 2.119 -5.432
H -2.445 3.316 -2.590
H -1.250 3.282 -3.904
H -0.870 2.571 -2.317
H -0.678 -2.354 -4.377
H -2.319 -2.959 -4.689
H -1.603 -3.079 -3.063
H -3.873 -0.265 -2.636
H -3.473 -1.897 -2.109
H -4.277 -1.653 -3.672
H 1.480 0.179 -2.842
H 1.755 1.181 -4.285
H 2.023 -0.574 -4.354
H -1.272 -0.235 -5.959
H 0.406 -0.711 -6.241
H -0.020 1.007 -6.171
C 5.779 -5.476 1.104
C 4.601 -4.681 0.613
C 3.361 -4.775 1.224
C 2.267 -4.028 0.794
C 0.948 -4.247 1.483
C 2.412 -3.147 -0.284
Se 0.887 -2.210 -1.011
C 3.659 -3.043 -0.918
C 3.913 -2.140 -2.096
C 4.723 -3.811 -0.461
H 5.461 -6.292 1.753
H 6.467 -4.847 1.674
H 6.341 -5.902 0.272
H 3.232 -5.450 2.065
H 0.384 -5.040 0.983
H 0.333 -3.351 1.460
H 1.101 -4.550 2.519
H 3.153 -1.368 -2.180
H 3.903 -2.711 -3.028
H 4.894 -1.669 -2.006
H 5.684 -3.715 -0.959
C 4.065 1.105 -1.157
C 2.983 0.529 -0.262
O 3.273 -0.215 0.667
O 1.762 0.863 -0.576
H 4.985 0.541 -1.024
H 4.248 2.141 -0.873
H 3.762 1.095 -2.203

2.
128
Properties=species:S:1:pos:R:3 method="wB97M-V/def2-TZVPD" fmax_ev_per_a=2.31 homo_energy_ev=-11.71 relative_energy_kj_mol=0.0 charge=+1 gap_ev=8.896 e_tot_ev=-58045.79475
C 4.210 -4.055 3.139
O 4.932 -3.521 4.223
C 5.663 -2.332 3.898
C 5.016 -1.148 4.633
C 3.695 -0.660 3.957
C 2.439 -1.348 4.552
C 1.167 -0.972 3.733
C 0.296 -2.189 3.285
C 0.821 -2.810 1.965
C -0.263 -3.378 1.025
C -1.099 -4.545 1.581
C -2.177 -4.097 2.616
C -3.561 -4.681 2.212
C -4.751 -3.892 2.827
C -5.776 -3.567 1.703
C -6.925 -2.632 2.180
C -7.156 -1.506 1.133
C -7.659 -0.202 1.807
C -6.498 0.580 2.456
O -6.368 0.106 3.810
C -5.347 0.685 4.519
C -4.787 2.066 4.184
O -4.882 0.054 5.446
N -0.163 -5.546 2.113
C 0.836 -5.988 1.146
O 2.144 -5.960 1.675
C 0.793 -5.296 -0.232
N 0.432 -3.840 -0.224
C -0.282 -3.455 -1.495
C 0.734 -2.982 -2.565
O 0.831 -3.637 -3.585
C 1.561 -1.730 -2.420
C 2.484 -1.497 -1.431
C 3.249 -0.338 -1.357
C 3.098 0.622 -2.319
C 2.132 0.392 -3.340
C 1.391 -0.743 -3.400
H 3.934 -3.297 2.387
H 3.257 -4.428 3.549
H 4.708 -4.901 2.645
H 5.673 -2.099 2.824
H 6.695 -2.506 4.230
H 4.815 -1.386 5.684
H 5.746 -0.325 4.604
H 3.638 0.417 4.149
H 3.776 -0.853 2.876
H 2.325 -0.904 5.551
H 2.585 -2.423 4.706
H 1.477 -0.380 2.862
H 0.510 -0.379 4.380
H 0.447 -2.947 4.067
H -0.754 -1.896 3.236
H 1.307 -1.987 1.406
H 1.618 -3.530 2.181
H -0.962 -2.555 0.831
H -1.676 -5.051 0.781
H -1.901 -4.363 3.639
H -2.286 -3.014 2.472
H -3.693 -4.651 1.119
H -3.551 -5.743 2.497
H -5.278 -4.596 3.485
H -4.447 -2.975 3.342
H -5.190 -3.127 0.877
H -6.189 -4.498 1.287
H -6.703 -2.245 3.179
H -7.827 -3.257 2.219
H -7.907 -1.834 0.404
H -6.227 -1.268 0.596
H -8.427 -0.457 2.546
H -8.069 0.447 1.021
H -6.742 1.648 2.413
H -5.575 0.419 1.880
H -4.461 2.505 5.128
H -3.923 1.974 3.516
H -5.527 2.721 3.714
H -0.664 -6.340 2.492
H 0.629 -7.056 0.946
H 2.084 -5.947 2.639
H 1.809 -5.366 -0.640
H 0.167 -5.898 -0.894
H 1.313 -3.322 -0.268
H -0.835 -4.292 -1.926
H -1.003 -2.648 -1.322
H 2.673 -2.239 -0.649
H 3.953 -0.226 -0.536
H 3.709 1.518 -2.284
H 2.038 1.162 -4.102
H 0.681 -0.877 -4.213
C 1.497 6.519 -1.380
C 0.485 5.484 -1.860
C -0.463 5.005 -0.761
C 0.217 4.289 0.406
C 1.044 3.067 0.009
C 0.214 1.960 -0.632
H 2.158 6.113 -0.612
H 2.124 6.849 -2.210
H 0.993 7.396 -0.971
H 1.011 4.634 -2.305
H -0.112 5.927 -2.662
H -1.215 4.347 -1.206
H -1.015 5.864 -0.367
H -0.552 3.983 1.123
H 0.861 4.992 0.943
H 1.524 2.668 0.908
H 1.853 3.358 -0.666
H -0.576 1.631 0.049
H 0.849 1.108 -0.881
H -0.248 2.295 -1.562
C 1.566 3.970 -5.176
C 2.004 4.052 -6.635
C 3.289 4.854 -6.834
C 3.203 6.326 -6.427
C 2.112 7.131 -7.132
C 2.302 7.215 -8.643
H 1.336 4.955 -4.768
H 0.664 3.359 -5.085
H 2.346 3.514 -4.559
H 1.195 4.470 -7.238
H 2.169 3.037 -7.008
H 3.589 4.782 -7.883
H 4.094 4.383 -6.261
H 4.173 6.796 -6.622
H 3.050 6.397 -5.346
H 2.114 8.145 -6.723
H 1.125 6.714 -6.908
H 3.263 7.671 -8.889
H 1.517 7.825 -9.091
H 2.259 6.230 -9.111